# 1
Entry from the Open Molecules 2025 dataset: an isolated molecule of C24H28N2O2 (ωB97M-V with the def2-TZVPD basis set).

Geometry as XYZ:
```
56
Properties=species:S:1:pos:R:3
C 4.095 3.488 -4.322
C 2.890 2.654 -4.005
C 1.695 3.249 -3.616
C 0.575 2.496 -3.338
C 0.598 1.098 -3.424
N -0.570 0.375 -3.205
C -1.402 0.681 -2.061
C -0.961 -0.134 -0.837
N -1.057 -1.546 -1.152
C -0.952 -2.429 -0.016
C 0.406 -2.476 0.715
O 1.389 -3.210 0.024
C 0.211 -3.055 2.133
O -0.721 -2.330 2.894
C -0.393 -1.097 3.383
C 0.861 -0.538 3.359
C 1.083 0.731 3.915
C 0.067 1.439 4.488
C -1.236 0.898 4.532
C -2.314 1.595 5.117
C -3.568 1.053 5.147
C -3.803 -0.213 4.591
C -2.780 -0.916 4.018
C -1.477 -0.382 3.974
C -0.184 -1.877 -2.265
C -0.621 -1.044 -3.475
C 1.800 0.506 -3.819
C 2.914 1.272 -4.105
H 3.954 4.012 -5.268
H 4.985 2.868 -4.406
H 4.260 4.236 -3.549
H 1.639 4.326 -3.540
H -0.339 3.004 -3.070
H -1.355 1.742 -1.823
H -2.435 0.418 -2.310
H -1.615 0.083 0.011
H 0.068 0.171 -0.573
H -1.199 -3.441 -0.360
H -1.712 -2.122 0.708
H 0.810 -1.462 0.794
H 1.054 -4.099 -0.146
H 1.182 -3.130 2.639
H -0.215 -4.061 2.055
H 1.699 -1.057 2.921
H 2.082 1.140 3.880
H 0.243 2.415 4.913
H -2.126 2.570 5.544
H -4.386 1.595 5.598
H -4.800 -0.629 4.620
H -2.949 -1.892 3.591
H -0.294 -2.940 -2.491
H 0.874 -1.675 -2.031
H -0.020 -1.279 -4.353
H -1.665 -1.289 -3.698
H 1.887 -0.567 -3.899
H 3.827 0.775 -4.404
```

Properties
Gap between HOMO and LUMO, eV: 8.0
Energy, Ha: -1191.3188
Relative energy (zero: lowest compared OMol25 entry of this formula, charge and spin), kJ/mol: 229.8
SMILES: Cc1ccc(N2CCN(C[C@H](O)COc3cccc4ccccc34)CC2)cc1


# 2
Entry from the Open Molecules 2025 dataset: C24H53CoN11 as an isolated structure at a distorted geometry (ωB97M-V with the def2-TZVPD basis set).

Geometry as XYZ:
```
89
Properties=species:S:1:pos:R:3
Co -0.238 -0.370 0.002
C 3.512 -1.820 -3.559
N 2.310 -2.116 -2.773
C 2.293 -3.450 -2.178
C 1.372 -1.180 -2.494
N 0.264 -1.404 -1.825
C -0.368 -2.727 -1.816
C -1.722 -2.618 -1.141
N -1.614 -2.016 0.195
C -2.931 -1.526 0.653
C -2.897 -0.014 0.924
N -2.072 0.617 -0.103
C -2.543 1.643 -0.776
N -2.042 1.895 -2.020
C -1.849 0.823 -2.981
C -1.868 3.244 -2.530
N -3.524 2.468 -0.331
C -4.477 3.095 -1.239
C -3.693 2.852 1.058
C -0.943 -2.868 1.182
C -0.646 -2.066 2.452
N -0.215 -0.721 2.084
C 0.202 0.203 2.896
N 0.590 1.420 2.238
C 2.009 1.787 2.178
C -0.242 2.556 2.635
N 0.216 0.162 4.244
C 1.061 1.030 5.061
C -0.633 -0.716 5.050
N 1.676 0.090 -3.049
C 1.622 0.137 -4.513
C 1.289 1.356 -2.442
H 4.366 -2.318 -3.102
H 3.706 -0.755 -3.575
H 3.423 -2.189 -4.582
H 3.267 -3.906 -2.323
H 1.558 -4.111 -2.634
H 2.113 -3.386 -1.104
H 0.207 -3.505 -1.318
H -0.533 -3.058 -2.845
H -2.203 -3.603 -1.102
H -2.341 -1.955 -1.739
H -3.260 -2.060 1.548
H -3.667 -1.722 -0.127
H -2.476 0.168 1.914
H -3.923 0.358 0.914
H -2.335 -0.078 -2.619
H -0.795 0.598 -3.157
H -2.309 1.108 -3.931
H -1.926 3.962 -1.716
H -2.610 3.503 -3.290
H -0.880 3.327 -2.986
H -4.482 2.588 -2.200
H -4.268 4.157 -1.387
H -5.473 3.007 -0.803
H -2.894 2.441 1.662
H -4.654 2.512 1.450
H -3.665 3.942 1.137
H -0.005 -3.221 0.756
H -1.554 -3.744 1.434
H 0.130 -2.587 3.019
H -1.549 -2.044 3.061
H 2.634 0.919 2.370
H 2.259 2.568 2.902
H 2.245 2.173 1.184
H -1.265 2.221 2.790
H -0.228 3.298 1.836
H 0.105 3.043 3.554
H 1.877 1.457 4.493
H 1.498 0.431 5.860
H 0.480 1.833 5.518
H -1.590 -0.890 4.570
H -0.838 -0.208 5.990
H -0.152 -1.669 5.277
H 1.712 -0.858 -4.940
H 2.429 0.759 -4.905
H 0.668 0.552 -4.855
H 0.586 1.242 -1.627
H 0.806 1.995 -3.182
H 2.170 1.882 -2.065
C 5.108 -0.657 1.589
C 4.436 -1.143 0.297
C 3.001 -0.928 0.298
N 1.867 -0.762 0.298
H 6.161 -0.929 1.577
H 4.653 -1.116 2.466
H 5.044 0.426 1.681
H 4.613 -2.211 0.152
H 4.852 -0.620 -0.567
```

Properties
Gap between HOMO and LUMO (alpha / beta), eV: 8.2 / 9.1
Energy, Ha: -2930.8158
Multiplicity: 2
Relative energy (zero: lowest compared OMol25 entry of this formula, charge and spin), kJ/mol: 109.3
Net charge: +2
Expectation value of S²: 0.759


# 3
Entry from the Open Molecules 2025 dataset: C9H27F4KN2O20P3S4 as an isolated structure at a distorted geometry (ωB97M-V with the def2-TZVPD basis set).

Geometry as XYZ:
```
70
Properties=species:S:1:pos:R:3
K 0.267 -0.695 -0.159
N 3.177 -2.966 -1.858
S 3.866 -2.614 -3.146
O 5.281 -2.528 -3.030
O 3.204 -1.713 -4.094
F 3.815 -3.991 -3.931
S 3.055 -1.412 -1.265
O 1.709 -0.817 -1.202
O 4.237 -0.518 -1.547
F 3.401 -1.726 0.316
N -0.187 -1.552 -2.001
S -1.768 -2.139 -1.803
O -2.141 -3.410 -2.431
O -2.738 -1.198 -1.364
F -1.495 -2.739 -0.319
S -0.446 -0.764 -3.247
O -1.107 0.505 -3.121
O -0.781 -1.549 -4.437
F 1.075 -0.232 -3.481
C 2.123 -0.297 3.749
O 2.690 0.768 3.125
P 2.299 1.142 1.588
O 1.585 0.126 0.813
O 1.415 2.513 1.759
C 0.104 2.390 2.354
O 3.728 1.753 0.881
C 4.171 1.074 -0.326
H 2.759 -0.770 4.498
H 1.732 -1.021 3.034
H 1.237 0.088 4.254
H 0.151 2.593 3.424
H -0.202 1.344 2.362
H -0.575 3.045 1.808
H 5.123 1.466 -0.683
H 3.394 1.287 -1.060
H 4.106 -0.012 -0.274
C -3.277 -1.051 4.335
O -2.088 -0.733 3.540
P -2.178 -1.081 1.973
O -0.959 -0.564 1.213
O -2.562 -2.680 1.914
C -1.537 -3.666 1.963
O -3.546 -0.327 1.387
C -4.034 -0.723 0.142
H -4.144 -1.095 3.676
H -3.388 -0.323 5.138
H -3.177 -2.051 4.758
H -1.385 -4.128 2.939
H -0.595 -3.181 1.706
H -1.725 -4.464 1.244
H -3.801 -1.751 -0.135
H -3.875 -0.111 -0.746
H -5.088 -0.802 0.408
C 0.493 4.006 0.042
O -0.708 3.748 -0.591
P -0.952 2.271 -1.142
O -0.466 1.239 -0.275
O -2.550 2.336 -1.365
C -3.265 1.161 -1.730
O -0.360 2.355 -2.714
C 0.949 2.746 -2.981
H 0.868 5.011 -0.150
H 1.298 3.289 -0.120
H 0.347 3.950 1.121
H -3.565 1.315 -2.766
H -4.205 1.136 -1.178
H -2.707 0.237 -1.581
H 1.251 2.272 -3.915
H 1.656 2.396 -2.229
H 1.011 3.831 -3.067
```

Properties
Gap between HOMO and LUMO, eV: 8.3
Energy, Ha: -5589.2240
Relative energy (zero: lowest compared OMol25 entry of this formula, charge and spin), kJ/mol: 2384.6
Net charge: -1


# 4
Entry from the Open Molecules 2025 dataset: a 5-piece molecular cluster, C3H14O3S overall at a distorted geometry (ωB97M-V with the def2-TZVPD basis set).

Geometry as XYZ:
```
21
Properties=species:S:1:pos:R:3
C -1.333 -1.587 0.384
C -0.048 -0.928 0.925
C 0.949 -0.630 -0.166
S 2.421 0.201 0.234
H -2.095 -1.254 1.087
H -1.574 -1.055 -0.533
H -1.292 -2.663 0.403
H 0.457 -1.523 1.681
H -0.306 0.013 1.424
H 1.089 -1.590 -0.729
H 0.431 -0.077 -1.021
H 2.081 3.108 2.203
H -1.896 1.226 0.358
H -2.595 2.001 1.610
O -2.402 1.137 1.247
H 2.545 2.541 2.298
H -0.400 2.063 -0.879
O -0.872 1.228 -0.764
H -1.153 -0.738 -3.229
H -0.762 0.345 -2.017
O -0.739 -0.615 -2.377
```

Properties
Gap between HOMO and LUMO, eV: 5.5
Energy, Ha: -746.3576
Relative energy (zero: lowest compared OMol25 entry of this formula, charge and spin), kJ/mol: 657.2


# 5
Entry from the Open Molecules 2025 dataset: an isolated molecule of C2H4N2O at a distorted geometry (ωB97M-V with the def2-TZVPD basis set).

Geometry as XYZ:
```
9
Properties=species:S:1:pos:R:3
H 0.907 -2.444 -0.220
N 0.809 -1.360 -0.531
C -0.283 -0.980 -0.028
N -0.607 0.427 -0.011
C 0.306 1.497 -0.080
O 0.031 2.606 0.293
H -1.060 -1.638 0.386
H -1.418 0.682 0.555
H 1.315 1.210 -0.366
```

Properties
Gap between HOMO and LUMO, eV: 10.8
Energy, Ha: -263.3439
Relative energy (zero: lowest compared OMol25 entry of this formula, charge and spin), kJ/mol: 50.7
SMILES: [H]/N=C/NC=O


# 6
Entry from the Open Molecules 2025 dataset: an isolated molecule of C22H29N3O5 (ωB97M-V with the def2-TZVPD basis set).

Geometry as XYZ:
```
59
Properties=species:S:1:pos:R:3
C 2.344 -3.954 0.431
C 2.262 -2.909 1.550
C 3.449 -1.957 1.391
C 2.370 -3.579 2.925
N 0.959 -2.195 1.471
C 0.949 -0.770 1.214
C 1.223 -0.415 -0.231
C 0.780 -1.223 -1.268
C 1.013 -0.866 -2.585
C 1.686 0.306 -2.881
C 2.136 1.115 -1.853
C 1.910 0.754 -0.537
C -0.179 -2.911 1.591
O -0.211 -4.112 1.783
C -1.533 -2.172 1.583
O -1.767 -1.263 0.510
C -2.451 -1.717 -0.541
O -2.822 -2.846 -0.692
C -2.700 -0.611 -1.562
N -2.590 0.705 -0.993
C -3.336 1.124 0.122
O -4.163 0.469 0.697
N -2.931 2.386 0.385
C -1.927 2.878 -0.526
C -2.358 4.140 -1.303
C -1.578 5.284 -0.663
C -0.231 4.638 -0.357
C -0.608 3.260 0.187
C -1.750 1.677 -1.450
O -1.028 1.597 -2.411
H 1.509 -4.644 0.492
H 3.266 -4.521 0.528
H 2.336 -3.466 -0.541
H 3.399 -1.400 0.459
H 4.358 -2.554 1.374
H 3.531 -1.264 2.225
H 3.343 -4.049 3.029
H 2.254 -2.839 3.715
H 1.602 -4.337 3.040
H 1.685 -0.282 1.857
H -0.027 -0.363 1.485
H 0.256 -2.142 -1.048
H 0.664 -1.506 -3.382
H 1.857 0.588 -3.908
H 2.665 2.030 -2.075
H 2.280 1.380 0.265
H -2.295 -2.958 1.558
H -1.639 -1.595 2.507
H -3.696 -0.772 -1.985
H -1.953 -0.681 -2.360
H -3.335 2.940 1.120
H -3.438 4.277 -1.266
H -2.055 4.023 -2.345
H -1.492 6.144 -1.323
H -2.061 5.604 0.262
H 0.363 5.210 0.353
H 0.338 4.524 -1.280
H 0.166 2.518 -0.002
H -0.793 3.305 1.261
```

Properties
Gap between HOMO and LUMO, eV: 9.7
Energy, Ha: -1396.2907
Relative energy (zero: lowest compared OMol25 entry of this formula, charge and spin), kJ/mol: 52.0
SMILES: CC(C)(C)N(Cc1ccccc1)C(=O)COC(=O)CN1C(=O)NC2(CCCC2)C1=O